The following is a DFT calculation (ωB97M-V with the def2-TZVPD basis set) of a 13-piece molecular cluster, C86H212N27O11P7 overall.

Summary:
LUMO (Eh): 0.0137
HOMO energy (eV): -7.851

Last columns: bonded neighbours and bond lengths (Å).
Cartesian coordinates (Å):
1 C 19.5462 11.0665 12.0094  C2 1.549, H12 1.092, H13 1.146, H14 1.094
2 C 18.6096 12.1197 12.6525  C1 1.549, C3 1.512, N7 1.543, C11 1.559
3 C 18.0617 11.6234 13.9715  C2 1.512, C4 1.518, H15 1.072, H16 1.088
4 C 17.4958 12.7167 14.8588  C3 1.518, C5 1.544, H17 1.053, H18 1.085
5 C 18.5535 13.8166 15.0961  C4 1.544, C6 1.533, H19 1.127, H20 1.100
6 C 19.1735 14.3884 13.8157  C5 1.533, N7 1.488, C9 1.533, C10 1.548
7 N 19.6271 13.2240 13.0076  C2 1.543, C6 1.488, O8 1.416
8 O 20.3576 13.6566 11.8739  N7 1.416, H30 0.973
9 C 18.2425 15.3943 13.1299  C6 1.533, H21 1.076, H22 1.088, H23 1.095
10 C 20.5104 15.0966 14.1428  C6 1.548, H24 1.095, H25 1.059, H26 1.079
11 C 17.5115 12.5740 11.6428  C2 1.559, H27 1.074, H28 1.120, H29 1.086
12 H 18.9311 10.2724 11.5820  C1 1.092
13 H 20.1750 10.6241 12.8592  C1 1.146
14 H 20.0959 11.5025 11.1703  C1 1.094
15 H 17.3455 10.8639 13.7298  C3 1.072
16 H 18.9194 11.1928 14.4835  C3 1.088
17 H 17.2699 12.3214 15.8088  C4 1.053
18 H 16.5784 13.1552 14.4806  C4 1.085
19 H 19.3444 13.3727 15.7645  C5 1.127
20 H 18.1351 14.7008 15.6003  C5 1.100
21 H 18.5259 15.5244 12.1005  C9 1.076
22 H 17.2034 15.0767 13.1844  C9 1.088
23 H 18.2104 16.3623 13.6398  C9 1.095
24 H 20.3934 15.7709 14.9977  C10 1.095
25 H 21.3062 14.4239 14.3343  C10 1.059
26 H 20.8163 15.6592 13.2745  C10 1.079
27 H 17.9983 13.0746 10.8267  C11 1.074
28 H 16.7032 13.2257 12.0622  C11 1.120
29 H 17.1319 11.6499 11.2174  C11 1.086
30 H 19.7674 14.1796 11.3032  O8 0.973
31 C 21.3473 17.6432 24.2202  C32 1.533, H42 1.082, H43 1.093, H44 1.086
32 C 22.8451 17.3141 24.2185  C31 1.533, C33 1.548, N37 1.531, C41 1.485
33 C 23.8165 18.5051 24.3992  C32 1.548, C34 1.493, H45 1.070, H46 1.112
34 C 23.6441 19.0948 25.7601  C33 1.493, C35 1.564, H47 1.085, H48 1.089
35 C 23.9597 17.9778 26.8079  C34 1.564, C36 1.512, H49 1.118, H50 1.090
36 C 23.1275 16.7162 26.7590  C35 1.512, N37 1.508, C39 1.512, C40 1.570
37 N 23.0681 16.2729 25.3191  C32 1.531, C36 1.508, O38 1.481
38 O 22.0190 15.2295 25.2620  N37 1.481, H60 0.968
39 C 23.7813 15.6393 27.5955  C36 1.512, H51 1.078, H52 1.111, H53 1.135
40 C 21.6923 17.0039 27.3280  C36 1.570, H54 1.085, H55 1.068, H56 1.092
41 C 23.1372 16.6238 22.9362  C32 1.485, H57 1.101, H58 1.086, H59 1.083
42 H 20.8525 16.6836 24.2940  C31 1.082
43 H 21.0747 18.1883 23.3134  C31 1.093
44 H 21.1137 18.1708 25.1400  C31 1.086
45 H 24.8208 18.1551 24.2858  C33 1.070
46 H 23.6197 19.1582 23.5213  C33 1.112
47 H 22.6163 19.4289 25.8553  C34 1.085
48 H 24.3307 19.9268 25.9115  C34 1.089
49 H 23.7434 18.5444 27.7471  C35 1.118
50 H 25.0331 17.7890 26.8330  C35 1.090
51 H 24.7179 15.2849 27.1963  C39 1.078
52 H 24.0849 16.0410 28.5859  C39 1.111
53 H 23.0535 14.7814 27.7422  C39 1.135
54 H 21.3527 17.9471 26.9130  C40 1.085
55 H 21.0525 16.2137 27.0008  C40 1.068
56 H 21.6185 17.0328 28.4167  C40 1.092
57 H 22.4314 15.8009 22.7446  C41 1.101
58 H 24.1239 16.1699 22.9136  C41 1.086
59 H 23.1058 17.3335 22.1186  C41 1.083
60 H 22.4589 14.4470 24.9009  O38 0.968
61 C 21.0460 23.3794 21.8998  C62 1.571, H72 1.108, H73 1.092, H74 1.105
62 C 20.4372 23.6060 23.3300  C61 1.571, C63 1.468, N67 1.571, C71 1.530
63 C 19.3166 24.5547 23.3458  C62 1.468, C64 1.504, H75 1.107, H76 1.069
64 C 18.5582 24.5263 24.6446  C63 1.504, C65 1.549, H77 1.110, H78 1.090
65 C 17.9877 23.0981 24.8303  C64 1.549, C66 1.525, H79 1.037, H80 1.079
66 C 19.0937 22.0571 24.9681  C65 1.525, N67 1.476, C69 1.543, C70 1.483
67 N 19.8435 22.2007 23.7050  C62 1.571, C66 1.476, O68 1.419
68 O 20.9020 21.2583 23.7846  N67 1.419, H90 0.954
69 C 19.9324 22.1713 26.2588  C66 1.543, H81 1.086, H82 1.099, H83 1.061
70 C 18.4935 20.7020 25.0146  C66 1.483, H84 1.082, H85 1.119, H86 1.080
71 C 21.5691 24.0085 24.2769  C62 1.530, H87 1.061, H88 1.093, H89 1.093
72 H 21.5294 24.3148 21.5549  C61 1.108
73 H 20.2532 23.1444 21.1859  C61 1.092
74 H 21.8094 22.5834 21.9606  C61 1.105
75 H 19.7606 25.5380 23.0986  C63 1.107
76 H 18.6348 24.3603 22.5454  C63 1.069
77 H 17.6538 25.1551 24.5077  C64 1.110
78 H 19.1762 24.8871 25.4674  C64 1.090
79 H 17.4923 22.8468 23.9541  C65 1.037
80 H 17.3906 23.0064 25.7248  C65 1.079
81 H 20.2718 23.1638 26.5410  C69 1.086
82 H 19.3137 21.8003 27.0873  C69 1.099
83 H 20.7609 21.5125 26.1816  C69 1.061
84 H 17.8256 20.4389 24.2045  C70 1.082
85 H 19.3557 20.0048 25.1675  C70 1.119
86 H 17.8863 20.5093 25.8868  C70 1.080
87 H 22.0119 24.9005 23.9096  C71 1.061
88 H 22.3215 23.2184 24.3481  C71 1.093
89 H 21.0852 24.0863 25.2542  C71 1.093
90 H 20.8890 20.8242 22.9352  O68 0.954
91 C 20.3861 18.6686 17.0974  C92 1.570, H102 1.064, H103 1.089, H104 1.093
92 C 19.4611 17.6693 17.8778  C91 1.570, C93 1.539, N97 1.439, C101 1.548
93 C 20.2338 16.3655 18.1430  C92 1.539, C94 1.540, H105 1.080, H106 1.080
94 C 21.1557 16.5128 19.3678  C93 1.540, C95 1.509, H107 1.096, H108 1.076
95 C 20.2646 16.8669 20.5326  C94 1.509, C96 1.530, H109 1.084, H110 1.097
96 C 19.4966 18.1674 20.2854  C95 1.530, N97 1.456, C99 1.520, C100 1.587
97 N 18.7320 18.0767 19.0501  C92 1.439, C96 1.456, O98 1.418
98 O 18.0940 19.3174 18.7971  N97 1.418, H120 0.972
99 C 18.4514 18.3225 21.3782  C96 1.520, H111 1.114, H112 1.147, H113 1.130
100 C 20.4083 19.4661 20.2895  C96 1.587, H114 1.095, H115 1.108, H116 1.094
101 C 18.2909 17.3853 16.9049  C92 1.548, H117 1.066, H118 1.085, H119 1.107
102 H 20.5224 18.1523 16.1773  C91 1.064
103 H 21.3096 18.9476 17.6015  C91 1.089
104 H 19.8348 19.5854 16.8731  C91 1.093
105 H 19.5366 15.5724 18.3710  C93 1.080
106 H 20.6875 16.0625 17.2111  C93 1.080
107 H 21.9472 17.2581 19.2287  C94 1.096
108 H 21.7015 15.5869 19.4212  C94 1.076
109 H 20.9822 17.0941 21.3122  C95 1.084
110 H 19.5613 16.0744 20.8147  C95 1.097
111 H 17.9679 17.3385 21.5738  C99 1.114
112 H 19.0062 18.5680 22.3520  C99 1.147
113 H 17.7371 19.1582 21.1174  C99 1.130
114 H 21.1193 19.3402 21.1127  C100 1.095
115 H 21.0874 19.7064 19.4472  C100 1.108
116 H 19.8715 20.3603 20.6199  C100 1.094
117 H 17.4795 18.0659 17.0297  C101 1.066
118 H 17.9583 16.3712 17.0992  C101 1.085
119 H 18.6970 17.4929 15.8810  C101 1.107
120 H 17.1406 19.1621 18.9082  O98 0.972
121 N 14.0058 18.8047 19.4547  C122 1.326, C125 1.402, H126 0.995
122 C 13.9647 18.6628 18.1372  N121 1.326, C123 1.395, H127 1.108
123 C 15.0177 17.8110 17.8038  C122 1.395, C124 1.445, H128 1.109
124 C 15.6757 17.4090 19.0257  C123 1.445, C125 1.330, H129 1.059
125 C 15.0554 18.0568 20.0074  N121 1.402, C124 1.330, H130 1.086
126 H 13.4471 19.4333 19.9871  N121 0.995
127 H 13.2352 19.1137 17.4357  C122 1.108
128 H 15.2075 17.4020 16.7902  C123 1.109
129 H 16.6111 16.9138 19.0553  C124 1.059
130 H 15.3081 18.0073 21.0623  C125 1.086
131 N 24.0921 19.7967 17.7806  C132 1.405, C135 1.400, H136 1.050
132 C 24.3493 20.3440 19.0482  N131 1.405, C133 1.390, H137 1.078
133 C 24.9688 19.3682 19.8207  C132 1.390, C134 1.402, H138 1.064
134 C 25.1822 18.2484 19.0039  C133 1.402, C135 1.369, H139 1.091
135 C 24.6715 18.5223 17.7637  N131 1.400, C134 1.369, H140 1.062
136 H 23.6070 20.2351 16.9593  N131 1.050
137 H 24.0326 21.3278 19.3539  C132 1.078
138 H 25.3056 19.5542 20.8122  C133 1.064
139 H 25.6216 17.3632 19.4659  C134 1.091
140 H 24.6220 17.8457 16.9471  C135 1.062
141 O 25.0184 11.7521 17.6839  P142 1.490
142 P 23.9055 12.1987 16.7999  O141 1.490, N143 1.720, N146 1.654, N149 1.710
143 N 22.5354 12.3944 17.8215  P142 1.720, C144 1.487, C145 1.457
144 C 22.4952 11.6340 19.0985  N143 1.487, H152 1.090, H153 1.082, H154 1.083
145 C 21.1680 12.6652 17.3982  N143 1.457, H155 1.100, H156 1.094, H157 1.083
146 N 23.7929 11.1059 15.5632  P142 1.654, C147 1.474, C148 1.514
147 C 24.1083 9.6970 15.8580  N146 1.474, H158 1.065, H159 1.070, H160 1.096
148 C 22.4867 11.0433 14.8004  N146 1.514, H161 1.106, H162 1.097, H163 1.075
149 N 23.8688 13.6904 15.9639  P142 1.710, C150 1.483, C151 1.434
150 C 24.3772 13.9028 14.5876  N149 1.483, H164 1.114, H165 1.078, H166 1.090
151 C 23.8209 14.8903 16.7470  N149 1.434, H167 1.071, H168 1.084, H169 1.093
152 H 23.2785 10.8764 19.0975  C144 1.090
153 H 21.5363 11.1445 19.2022  C144 1.082
154 H 22.6119 12.3858 19.8699  C144 1.083
155 H 20.6401 13.1360 18.2413  C145 1.100
156 H 20.5586 11.8493 16.9989  C145 1.094
157 H 21.2273 13.3955 16.6004  C145 1.083
158 H 24.8410 9.7110 16.6312  C147 1.065
159 H 23.2239 9.1459 16.1025  C147 1.070
160 H 24.6431 9.2562 15.0088  C147 1.096
161 H 21.7615 10.4798 15.4174  C148 1.106
162 H 21.9927 12.0193 14.7199  C148 1.097
163 H 22.7024 10.6749 13.8137  C148 1.075
164 H 24.2612 13.0355 13.8987  C150 1.114
165 H 23.8324 14.7725 14.2569  C150 1.078
166 H 25.4184 14.2259 14.5829  C150 1.090
167 H 24.7739 15.3314 16.9589  C151 1.071
168 H 23.4062 14.7752 17.7417  C151 1.084
169 H 23.1812 15.6818 16.3478  C151 1.093
170 O 17.4198 11.1411 21.5965  P171 1.454
171 P 17.5460 12.5314 21.1915  O170 1.454, N172 1.664, N175 1.781, N178 1.649
172 N 18.8659 13.4223 21.6734  P171 1.664, C173 1.481, C174 1.461
173 C 20.1327 13.0914 20.9807  N172 1.481, H181 1.123, H182 1.058, H183 1.116
174 C 18.8785 13.9796 23.0237  N172 1.461, H184 1.059, H185 1.095, H186 1.050
175 N 16.1493 13.4937 21.7357  P171 1.781, C176 1.431, C177 1.479
176 C 15.9729 14.8278 21.2483  N175 1.431, H187 1.125, H188 1.127, H189 1.087
177 C 14.9108 12.6956 21.6042  N175 1.479, H190 1.109, H191 1.077, H192 1.081
178 N 17.7613 12.5982 19.5575  P171 1.649, C179 1.453, C180 1.475
179 C 17.7101 11.3582 18.8029  N178 1.453, H193 1.114, H194 1.090, H195 1.093
180 C 18.0428 13.7767 18.7170  N178 1.475, H196 1.079, H197 1.070, H198 1.086
181 H 21.0790 13.2749 21.5566  C173 1.123
182 H 20.2697 13.5749 20.0502  C173 1.058
183 H 20.1508 11.9854 20.8301  C173 1.116
184 H 19.0557 13.2099 23.7288  C174 1.059
185 H 17.8974 14.4234 23.2233  C174 1.095
186 H 19.6437 14.6615 23.2533  C174 1.050
187 H 15.2977 15.4515 21.8976  C176 1.125
188 H 16.9143 15.4483 21.2502  C176 1.127
189 H 15.6020 14.8327 20.2267  C176 1.087
190 H 14.0818 13.4284 21.6855  C177 1.109
191 H 14.9119 12.1219 20.6933  C177 1.077
192 H 14.8332 11.9501 22.3839  C177 1.081
193 H 17.0881 11.3725 17.8790  C179 1.114
194 H 18.7140 11.0720 18.4885  C179 1.090
195 H 17.4195 10.5649 19.4959  C179 1.093
196 H 18.3993 14.5836 19.3386  C180 1.079
197 H 17.1420 14.0654 18.2169  C180 1.070
198 H 18.8309 13.4850 18.0295  C180 1.086
199 O 23.1005 12.8440 22.2850  P200 1.528
200 P 24.6025 12.5677 22.2389  O199 1.528, N201 1.669, N204 1.660, N207 1.708
201 N 25.4375 12.5984 23.6832  P200 1.669, C202 1.478, C203 1.461
202 C 25.4790 13.9155 24.3518  N201 1.478, H210 1.060, H211 1.101, H212 1.076
203 C 25.0618 11.5402 24.6183  N201 1.461, H213 1.089, H214 1.114, H215 1.073
204 N 25.4215 13.6631 21.2985  P200 1.660, C205 1.449, C206 1.458
205 C 24.8377 14.1817 20.0777  N204 1.449, H216 1.085, H217 1.125, H218 1.094
206 C 26.8758 13.7298 21.3728  N204 1.458, H219 1.143, H220 1.101, H221 1.064
207 N 24.7617 10.9983 21.5844  P200 1.708, C208 1.470, C209 1.484
208 C 25.8827 10.4272 20.8235  N207 1.470, H222 1.111, H223 1.097, H224 1.043
209 C 23.7979 9.9842 22.0792  N207 1.484, H225 1.068, H226 1.067, H227 1.068
210 H 26.2078 14.5629 23.9348  C202 1.060
211 H 25.6051 13.7714 25.4358  C202 1.101
212 H 24.5678 14.4744 24.2250  C202 1.076
213 H 24.0780 11.7159 25.0506  C203 1.089
214 H 25.6951 11.5250 25.5349  C203 1.114
215 H 25.1259 10.5595 24.1884  C203 1.073
216 H 25.3262 15.1142 19.8135  C205 1.085
217 H 25.0339 13.4685 19.2306  C205 1.125
218 H 23.7600 14.2701 20.2432  C205 1.094
219 H 27.3505 13.2729 20.4390  C206 1.143
220 H 27.2653 14.7587 21.4112  C206 1.101
221 H 27.2598 13.2105 22.2181  C206 1.064
222 H 26.1405 9.4418 21.2677  C208 1.111
223 H 25.5210 10.3210 19.7933  C208 1.097
224 H 26.6457 11.1382 20.8519  C208 1.043
225 H 23.1265 9.6444 21.3214  C209 1.068
226 H 23.1922 10.3942 22.8560  C209 1.067
227 H 24.3386 9.1348 22.4347  C209 1.068
228 O 14.5900 15.7382 24.7357  P229 1.506
229 P 15.4278 15.4090 25.9426  O228 1.506, N230 1.698, N233 1.681, N236 1.654
230 N 17.0712 15.8180 25.8130  P229 1.698, C231 1.479, C232 1.483
231 C 17.5672 17.0134 25.0981  N230 1.479, H239 1.066, H240 1.083, H241 1.137
232 C 18.1809 15.0240 26.3949  N230 1.483, H242 1.074, H243 1.115, H244 1.086
233 N 15.3830 13.7520 26.2243  P229 1.681, C234 1.438, C235 1.514
234 C 14.6476 13.0728 27.2561  N233 1.438, H245 1.086, H246 1.082, H247 1.125
235 C 15.7131 12.8393 25.0629  N233 1.514, H248 1.078, H249 1.061, H250 1.130
236 N 14.7697 16.1819 27.2489  P229 1.654, C237 1.456, C238 1.448
237 C 15.4147 16.2028 28.5535  N236 1.456, H251 1.121, H252 1.067, H253 1.130
238 C 13.3333 16.3670 27.2664  N236 1.448, H254 1.068, H255 1.086, H256 1.129
239 H 16.7508 17.5501 24.6713  C231 1.066
240 H 18.2816 16.7930 24.3140  C231 1.083
241 H 18.0905 17.7851 25.7485  C231 1.137
242 H 18.9709 14.8108 25.6994  C232 1.074
243 H 17.7184 14.1262 26.8666  C232 1.115
244 H 18.7435 15.5781 27.1400  C232 1.086
245 H 15.3203 12.5195 27.9045  C234 1.086
246 H 14.1490 13.7864 27.8985  C234 1.082
247 H 13.8749 12.3732 26.8335  C234 1.125
248 H 14.7713 12.4484 24.7123  C235 1.078
249 H 16.3559 13.2734 24.3388  C235 1.061
250 H 16.3869 12.0111 25.4318  C235 1.130
251 H 14.7953 15.6068 29.2732  C237 1.121
252 H 16.3537 15.6970 28.5496  C237 1.067
253 H 15.5267 17.2300 29.0105  C237 1.130
254 H 12.8323 15.5658 27.7630  C238 1.068
255 H 12.9204 16.4583 26.2657  C238 1.086
256 H 13.2016 17.2842 27.9122  C238 1.129
257 O 21.7141 21.2039 15.6584  P258 1.519
258 P 21.1928 22.6054 15.3884  O257 1.519, N259 1.632, N262 1.677, N265 1.676
259 N 20.5456 23.2456 16.7426  P258 1.632, C260 1.421, C261 1.452
260 C 19.5965 24.2967 16.6259  N259 1.421, H268 1.095, H269 1.104, H270 1.111
261 C 20.5251 22.5038 17.9908  N259 1.452, H271 1.103, H272 1.124, H273 1.073
262 N 20.0636 22.5711 14.1492  P258 1.677, C263 1.482, C264 1.481
263 C 19.6761 23.7264 13.3062  N262 1.482, H274 1.056, H275 1.074, H276 1.090
264 C 19.1877 21.3903 13.9686  N262 1.481, H277 1.088, H278 1.081, H279 1.133
265 N 22.2604 23.7919 14.8781  P258 1.676, C266 1.444, C267 1.465
266 C 23.0316 24.3634 15.9575  N265 1.444, H280 1.152, H281 1.070, H282 1.082
267 C 22.9396 23.5754 13.5981  N265 1.465, H283 1.092, H284 1.098, H285 1.125
268 H 19.7365 24.8954 17.5323  C260 1.095
269 H 18.5752 23.8798 16.5924  C260 1.104
270 H 19.7651 25.0062 15.7876  C260 1.111
271 H 21.4038 21.8514 18.1260  C261 1.103
272 H 19.6212 21.8389 18.0622  C261 1.124
273 H 20.4356 23.2041 18.7990  C261 1.073
274 H 19.7656 23.3457 12.3255  C263 1.056
275 H 18.6803 24.0293 13.5703  C263 1.074
276 H 20.4832 24.4544 13.3846  C263 1.090
277 H 19.3501 20.9812 12.9731  C264 1.088
278 H 19.4481 20.6313 14.6923  C264 1.081
279 H 18.1089 21.7138 14.0894  C264 1.133
280 H 23.7922 23.6254 16.4087  C266 1.152
281 H 23.6423 25.1910 15.6642  C266 1.070
282 H 22.4100 24.6720 16.7871  C266 1.082
283 H 23.8620 23.0136 13.7618  C267 1.092
284 H 23.2402 24.5549 13.2036  C267 1.098
285 H 22.2511 22.9767 12.9403  C267 1.125
286 O 12.4846 19.9732 21.3169  P287 1.498
287 P 12.5977 20.1481 22.8007  O286 1.498, N288 1.672, N291 1.606, N294 1.732
288 N 11.7929 21.4934 23.3819  P287 1.672, C289 1.458, C290 1.460
289 C 10.4156 21.7157 22.9591  N288 1.458, H297 1.084, H298 1.073, H299 1.054
290 C 12.5160 22.7618 23.3939  N288 1.460, H300 1.064, H301 1.076, H302 1.082
291 N 14.0833 20.1756 23.4109  P287 1.606, C292 1.483, C293 1.451
292 C 14.2154 20.1931 24.8875  N291 1.483, H303 1.125, H304 1.102, H305 1.106
293 C 15.3804 20.3513 22.7838  N291 1.451, H306 1.073, H307 1.096, H308 1.127
294 N 11.7298 18.9198 23.6589  P287 1.732, C295 1.525, C296 1.487
295 C 11.0335 19.0432 25.0096  N294 1.525, H309 1.091, H310 1.112, H311 1.111
296 C 11.9794 17.4945 23.3149  N294 1.487, H312 1.110, H313 1.115, H314 1.076
297 H 9.6926 22.0032 23.7146  C289 1.084
298 H 9.9807 20.8513 22.4952  C289 1.073
299 H 10.3318 22.5486 22.3183  C289 1.054
300 H 12.6505 23.1425 22.4090  C290 1.064
301 H 13.4940 22.7032 23.8397  C290 1.076
302 H 11.9809 23.4275 24.0582  C290 1.082
303 H 13.9561 19.1909 25.3291  C292 1.125
304 H 15.2811 20.3854 25.0898  C292 1.102
305 H 13.5965 20.9729 25.3697  C292 1.106
306 H 16.0947 19.6000 23.0592  C293 1.073
307 H 15.2336 20.4047 21.6989  C293 1.096
308 H 15.8148 21.3331 23.1280  C293 1.127
309 H 11.5852 18.4022 25.6983  C295 1.091
310 H 11.0572 20.0839 25.4015  C295 1.112
311 H 9.9572 18.7689 24.9804  C295 1.111
312 H 11.2464 16.8147 23.7973  C296 1.110
313 H 12.9703 17.2123 23.7420  C296 1.115
314 H 12.1030 17.2936 22.2648  C296 1.076
315 O 14.7311 23.2459 21.6657  P316 1.539
316 P 15.2589 23.5725 20.2576  O315 1.539, N317 1.675, N320 1.665, N323 1.680
317 N 16.4101 22.5104 19.6641  P316 1.675, C318 1.477, C319 1.490
318 C 17.5591 22.1875 20.5335  N317 1.477, H326 1.072, H327 1.110, H328 1.072
319 C 16.2514 21.7835 18.3730  N317 1.490, H329 1.073, H330 1.094, H331 1.110
320 N 15.7759 25.1535 20.1898  P316 1.665, C321 1.497, C322 1.451
321 C 15.1414 26.0857 21.1738  N320 1.497, H332 1.112, H333 1.077, H334 1.076
322 C 16.4122 25.6632 18.9893  N320 1.451, H335 1.075, H336 1.087, H337 1.084
323 N 14.0219 23.4628 19.1254  P316 1.680, C324 1.442, C325 1.448
324 C 13.3645 24.5926 18.5154  N323 1.442, H338 1.102, H339 1.120, H340 1.107
325 C 13.4120 22.1897 18.8052  N323 1.448, H341 1.118, H342 1.085, H343 1.112
326 H 17.5718 22.8387 21.3854  C318 1.072
327 H 18.4766 22.2685 19.9134  C318 1.110
328 H 17.4584 21.2306 21.0051  C318 1.072
329 H 17.2187 21.7306 17.9108  C319 1.073
330 H 15.5966 22.3993 17.7486  C319 1.094
331 H 15.7755 20.8021 18.5788  C319 1.110
332 H 15.5651 25.9581 22.1944  C321 1.112
333 H 15.4132 27.0916 20.9008  C321 1.077
334 H 14.1091 25.7862 21.2120  C321 1.076
335 H 15.8938 26.5365 18.6379  C322 1.075
336 H 17.4636 25.9134 19.1078  C322 1.087
337 H 16.2996 24.9283 18.2006  C322 1.084
338 H 13.9634 25.5167 18.5527  C324 1.102
339 H 13.2128 24.3662 17.4292  C324 1.120
340 H 12.3773 24.7939 18.9750  C324 1.107
341 H 13.4760 22.0207 17.7015  C325 1.118
342 H 12.3870 22.1377 19.1587  C325 1.085
343 H 13.9347 21.3828 19.3647  C325 1.112